81
Properties=species:S:1:pos:R:3:forces:R:3 method="wB97M-V/def2-TZVPD" lumo_ev=2.0 homo_lumo_gap_ev=4.73 homo_ev=-2.72 total_charge=-1
S 17.179 21.239 2.935 -1.9 -0.9 -1.8
S 13.266 13.238 4.099 -0.3 0.2 0.6
S 10.675 17.078 7.730 -1.5 0.5 0.9
S 11.479 23.266 0.961 3.1 -2.9 -0.9
S 14.096 16.490 -1.114 -0.7 2.5 1.8
S 15.564 16.212 7.695 0.9 0.3 -2.3
S 6.818 19.389 4.920 0.9 -0.2 -2.4
O 10.288 16.785 9.184 0.4 0.0 -1.8
O 14.485 17.699 -0.263 0.0 -2.5 -1.0
O 7.114 18.714 3.593 -0.4 0.3 1.3
O 12.685 22.582 0.234 -2.6 1.8 0.7
O 16.986 16.658 7.425 -0.5 -0.8 0.8
O 11.905 13.776 4.447 0.7 -0.4 0.3
O 13.340 19.567 2.284 -1.4 -1.9 1.8
O 16.582 21.012 1.533 1.6 0.3 2.4
C 12.785 17.219 -2.128 -2.0 -0.2 -0.4
C 14.286 13.102 5.654 -0.9 0.0 -0.8
C 14.006 18.090 4.130 -1.1 -0.5 -0.3
C 10.812 15.529 6.784 -0.3 0.4 0.5
C 15.754 21.729 3.966 -0.6 0.8 0.3
C 14.142 14.602 3.315 0.7 -0.2 -0.3
C 11.766 19.395 4.191 0.4 -1.4 -0.7
C 8.248 20.516 5.144 -1.4 0.5 0.3
C 12.078 23.288 2.703 -1.3 0.1 -1.0
C 12.949 15.382 -0.097 -0.5 0.3 -0.1
C 12.823 18.657 3.228 1.9 4.0 0.2
C 14.710 17.882 7.603 -0.1 -1.1 1.9
C 9.137 17.739 6.888 0.4 -0.7 -0.3
C 5.485 20.639 4.613 1.1 -0.2 0.3
C 17.504 19.605 3.727 -0.8 -0.1 -0.8
C 10.206 21.939 1.097 -0.2 0.8 -0.6
C 15.464 15.450 9.377 -0.8 0.9 0.9
H 9.500 22.205 1.884 0.1 -0.2 0.2
H 4.996 20.509 5.579 -0.7 0.8 -0.4
H 10.816 19.453 3.660 -0.1 0.1 -0.1
H 11.814 22.314 3.115 0.5 0.1 0.2
H 10.057 14.812 7.109 0.0 0.1 0.1
H 10.678 15.738 5.723 0.3 0.0 0.0
H 14.627 18.820 4.649 0.1 0.5 -0.7
H 15.317 16.242 10.112 0.7 0.1 0.2
H 13.385 15.136 2.739 0.1 -0.1 0.0
H 16.297 14.777 9.582 0.6 0.7 -0.4
H 8.019 21.120 6.022 0.3 -0.2 0.4
H 14.818 21.174 4.015 0.5 -1.2 -0.6
H 12.048 20.391 4.531 0.4 -0.1 -0.1
H 9.676 22.006 0.147 -0.1 0.1 -0.1
H 12.249 14.817 -0.711 0.2 0.1 -0.5
H 9.159 19.926 5.244 -0.1 0.3 -0.2
H 11.869 17.552 -1.640 0.1 -0.6 1.5
H 9.370 17.944 5.843 0.4 -0.1 0.0
H 12.361 16.482 -2.810 0.5 0.0 -0.6
H 14.199 14.098 6.088 0.5 -0.2 0.3
H 14.580 17.409 3.501 0.4 0.4 -0.1
H 8.218 21.240 4.330 0.4 -0.4 -0.4
H 5.899 21.625 4.402 0.1 0.1 0.6
H 13.691 17.744 7.241 0.1 0.2 0.2
H 12.908 18.209 -2.568 1.6 -0.4 -0.5
H 18.427 19.167 3.347 0.3 0.5 0.4
H 14.626 14.794 9.613 -0.6 0.1 -1.0
H 12.322 16.014 0.532 0.2 0.4 0.0
H 13.660 17.478 4.963 -0.5 -0.5 0.2
H 15.284 12.752 5.390 0.1 0.5 -0.1
H 11.482 24.106 3.107 0.3 0.0 0.7
H 15.280 18.613 7.030 0.2 -0.8 -0.3
H 8.358 16.977 6.863 0.0 -0.1 0.4
H 16.032 21.970 4.992 0.5 0.0 0.0
H 12.259 17.806 2.845 -0.2 -0.7 -0.4
H 14.780 18.190 8.646 -0.6 0.4 0.1
H 13.397 14.635 0.558 0.8 0.3 -0.3
H 15.374 22.647 3.518 0.5 0.3 -0.2
H 14.732 15.323 3.882 -0.5 -0.1 0.7
H 14.883 14.120 2.678 -0.1 0.0 -0.4
H 11.647 18.704 5.026 -0.4 0.1 0.6
H 8.744 18.658 7.323 0.4 -0.2 0.4
H 16.732 18.929 3.360 -0.4 0.2 0.0
H 11.810 15.159 7.018 -0.1 -0.1 -0.3
H 13.865 12.324 6.291 -0.3 0.2 -0.1
H 17.399 19.685 4.809 0.4 0.0 0.0
H 4.902 20.424 3.718 -0.1 -0.8 0.4
H 13.145 23.501 2.632 -0.2 -0.1 0.1
H 10.597 20.923 1.149 0.6 0.3 0.5